No. 1
Density functional theory data (ωB97M-V with the def2-TZVPD basis set) for a molecular structure, C23H30BN6ReTe in a non-equilibrium geometry.

**Molar mass**: 715.15 g mol⁻¹
**ΔE to the lowest compared entry with this formula, charge and spin**: 0.00 kJ/mol
**Strongest force on any atom**: 0.0997 hartree/bohr
**Lowest unoccupied orbital energy (alpha / beta)**: -12.825 / -12.132 eV
**<S²>**: 1.205
**Energy**: -1593.1193 Eh
**Orbital gap (alpha / beta)**: 3.581 / 4.271 eV

Structure (ORCA input):
```
! wB97M-V def2-TZVPD RIJCOSX def2/J DEFGRID3
* xyz 3 2
C 1.655 -3.094 -2.737
H -2.399 4.981 -2.039
C 1.929 1.563 1.322
H 3.750 0.541 0.898
N -1.035 2.237 -0.939
N -0.215 1.678 1.790
H 5.062 -6.283 -0.110
H 4.154 -6.988 -2.306
H -1.311 -1.591 -2.317
H -2.666 4.824 1.669
C -4.125 -0.008 2.451
C 3.148 -3.584 -0.788
C -1.908 -2.156 -1.594
H -1.362 -3.039 -1.261
H -0.685 3.542 3.981
H 0.617 -3.392 -2.558
C -2.055 4.125 -1.492
H -2.810 -2.501 -2.095
C 2.611 -3.998 -2.033
C 1.806 2.054 2.610
H 3.797 2.268 0.639
C 3.170 1.385 0.528
H 4.489 -4.072 0.810
H 0.529 2.914 -3.160
C 2.734 -2.265 -0.239
C -0.561 2.914 -3.264
C 3.868 -6.034 -1.889
H 0.529 2.666 4.904
H -4.086 -2.180 0.454
H 3.557 -1.766 0.271
C -2.372 3.798 -0.160
H -4.062 3.925 1.111
C 0.432 2.117 2.881
H 1.895 -2.377 0.458
N -1.740 2.651 0.137
H 2.598 2.348 3.268
Re 0.127 0.566 -1.004
C -2.269 -1.308 -0.431
C 4.054 -4.395 -0.121
H 2.639 -5.508 -3.555
B -1.706 1.788 1.416
C -3.240 -0.331 1.326
H -3.615 5.435 0.306
H -0.891 1.973 -3.716
N -2.163 0.387 0.967
H -0.992 1.877 4.440
C -0.216 2.568 4.120
H -0.825 3.719 -3.946
H 2.960 1.255 -0.540
H -4.808 -0.833 2.630
C 3.000 -5.208 -2.585
Te 2.064 -1.108 -1.957
C -3.331 -1.421 0.446
N -1.551 -0.210 -0.085
H -2.357 2.224 2.284
C -3.225 4.539 0.778
C -1.217 3.124 -1.946
H -4.720 0.880 2.238
H 1.824 -3.094 -3.815
C 4.391 -5.630 -0.649
H -3.556 0.194 3.356
N 0.687 1.313 0.845
*
```

Mulliken population analysis, charges in e, atoms 1 to 5: atom 1 (C): -0.789, atom 2 (H): 0.546, atom 3 (C): 0.601, atom 4 (H): 0.251, atom 5 (N): 0.853

No. 2
Density functional theory data (ωB97M-V with the def2-TZVPD basis set) for 5 unconnected molecules or ions with the total composition C2H12ClN4O4 in a non-equilibrium geometry.

**Molar mass**: 191.60 g mol⁻¹
**ΔE to the lowest compared entry with this formula, charge and spin**: 0.00 kJ/mol
**Strongest force on any atom**: 0.1111 hartree/bohr
**Lowest unoccupied orbital energy**: 3.076 eV
**Energy**: -1063.7431 Eh
**Orbital gap**: 8.541 eV

Structure (ORCA input):
```
! wB97M-V def2-TZVPD RIJCOSX def2/J DEFGRID3
* xyz -1 1
Cl 0.154 -0.650 -1.035
C -0.090 -4.524 0.921
H -0.049 5.040 0.511
H 2.077 2.797 -0.984
H -1.030 -2.779 0.308
H -1.195 1.747 -3.117
C 0.367 3.211 0.083
H -1.397 0.975 1.033
O -1.359 0.325 1.734
H 1.368 4.953 -0.497
N 0.644 4.485 0.029
H 0.708 -2.701 1.325
H -0.029 0.963 -2.554
O -0.370 1.332 -3.369
H 1.559 -4.240 1.836
H -1.828 -4.228 -0.030
O -0.658 2.807 0.567
N -1.004 -3.788 0.355
H -0.772 -0.354 1.401
H 0.964 1.531 -0.479
O -0.116 -5.702 1.012
N 0.805 -3.700 1.436
N 1.250 2.500 -0.484
*
```

Mulliken population analysis, charges in e, atoms 1 to 5: atom 1 (Cl): -0.856, atom 2 (C): 0.657, atom 3 (H): 0.220, atom 4 (H): 0.173, atom 5 (H): 0.067

No. 3
Density functional theory data (ωB97M-V with the def2-TZVPD basis set) for 2 unconnected molecules or ions with the total composition C4H3NO2 in a non-equilibrium geometry.

**Molar mass**: 97.07 g mol⁻¹
**ΔE to the lowest compared entry with this formula, charge and spin**: 370.91 kJ/mol
**Strongest force on any atom**: 0.0639 hartree/bohr
**Lowest unoccupied orbital energy**: 0.216 eV
**Structure (SMILES)**: N=C=C=C=O.C=O
**Energy**: -359.3291 Eh
**Orbital gap**: 9.627 eV

Structure (ORCA input):
```
! wB97M-V def2-TZVPD RIJCOSX def2/J DEFGRID3
* xyz 0 1
C 2.573 0.449 -0.039
H 1.311 -1.979 -0.404
H 1.606 -1.279 1.298
N -0.576 2.186 0.787
H -1.498 2.442 0.580
C 0.393 1.578 0.437
O -0.442 -1.594 0.616
C 0.756 -1.489 0.516
O 3.653 0.103 -0.223
C 1.367 0.804 0.138
*
```

Mulliken population analysis, charges in e, atoms 1 to 5: atom 1 (C): 0.906, atom 2 (H): 0.236, atom 3 (H): 0.243, atom 4 (N): -0.370, atom 5 (H): 0.274

No. 4
Density functional theory data (ωB97M-V with the def2-TZVPD basis set) for a gas-phase ion, C8H11O3P (charge -2) in a non-equilibrium geometry.

**Molar mass**: 186.15 g mol⁻¹
**ΔE to the lowest compared entry with this formula, charge and spin**: 0.00 kJ/mol
**Strongest force on any atom**: 0.0795 hartree/bohr
**Lowest unoccupied orbital energy**: 6.255 eV
**Structure (SMILES)**: C[C@H]1C=CC=C[C@@]1(C)P(=O)([O-])[O-]
**Energy**: -878.4654 Eh
**Orbital gap**: 6.016 eV

Structure (ORCA input):
```
! wB97M-V def2-TZVPD RIJCOSX def2/J DEFGRID3
* xyz -2 1
H -0.578 -1.879 -2.099
C -0.736 0.166 1.820
O -1.264 -2.342 0.768
O 1.221 -1.925 1.328
O 0.554 -3.131 -0.890
H -2.051 -0.768 -1.917
P 0.178 -2.162 0.238
H 2.888 1.232 -0.151
C 1.279 0.065 -0.758
C -0.872 0.620 0.400
H -1.539 -0.406 2.248
C -0.347 2.043 0.393
C 1.847 1.150 -0.179
H -1.973 0.604 0.164
H 1.394 3.225 0.278
H 1.959 -0.808 -1.029
H -0.617 1.152 2.446
H 0.201 -0.423 1.855
C -0.947 -0.887 -2.081
C 1.023 2.230 0.280
C -0.094 -0.314 -0.520
H -0.529 -0.281 -2.881
H -0.996 2.838 0.288
*
```

Mulliken population analysis, charges in e, atoms 1 to 5: atom 1 (H): 0.432, atom 2 (C): -1.393, atom 3 (O): -0.788, atom 4 (O): -0.780, atom 5 (O): -0.816

No. 5
Density functional theory data (ωB97M-V with the def2-TZVPD basis set) for a gas-phase ion, C28H55N8 (charge +1).

**Molar mass**: 503.80 g mol⁻¹
**Strongest force on any atom**: 0.0123 hartree/bohr
**Lowest unoccupied orbital energy**: -1.575 eV
**Energy**: -1537.7460 Eh
**Orbital gap**: 8.913 eV

Structure (ORCA input):
```
! wB97M-V def2-TZVPD RIJCOSX def2/J DEFGRID3
* xyz 1 1
C 2.098 -0.390 2.021
C 3.397 0.404 2.221
C 0.733 0.538 -2.728
H -3.614 -3.966 1.338
H 0.503 2.663 -2.834
H 3.461 0.692 3.272
H -2.492 0.306 0.254
C 2.094 2.114 -1.519
C -0.536 -3.068 1.173
C -2.015 -4.831 -1.425
C 1.057 1.846 -2.394
C 3.922 1.392 0.057
C -2.520 -1.040 -3.669
H 1.056 3.288 0.500
N -2.260 -3.532 -2.045
N -2.790 -3.988 0.750
C -1.806 1.499 2.921
C 1.870 4.381 2.010
H -0.028 -3.366 0.257
H -0.064 2.492 3.736
N 0.863 3.469 1.482
H 1.632 5.424 1.733
H -0.574 4.995 1.097
H 4.263 -0.242 2.002
H -1.862 -3.915 2.622
H -1.229 -4.275 -3.740
C -0.477 4.021 1.610
H 3.149 -1.029 -0.949
H -2.160 -5.657 -2.137
H -3.392 -1.206 -3.034
H 0.216 -3.019 1.959
C 2.540 -0.217 -1.320
C -2.058 0.463 -1.837
C -0.586 1.544 3.852
H 3.315 4.104 0.440
H -1.937 -2.369 -0.909
N 0.922 0.440 2.240
H -0.793 1.139 -4.120
H -0.975 -4.862 -1.093
H 1.203 1.401 2.014
H -2.894 1.068 -2.214
N 3.382 1.601 1.399
C 3.904 2.789 2.055
H -2.779 -6.043 0.172
C -1.543 3.076 1.035
H -2.950 -2.864 -4.694
C 3.291 4.091 1.531
C -2.956 -5.038 -0.240
H 4.445 2.297 -0.261
C -1.594 -4.105 1.580
H -0.724 -1.228 -0.985
H 3.679 2.721 3.121
C -0.435 0.223 -3.623
H -2.081 -1.639 1.583
N -1.535 1.702 1.501
H -1.422 3.036 -0.053
H 2.347 3.142 -1.304
H 5.000 2.853 1.952
C -2.074 -2.382 -4.255
C 0.415 0.416 3.609
H -1.357 -2.225 -5.061
H 1.295 -1.511 -2.476
C -2.509 -0.356 -0.621
H -0.471 -2.910 -2.908
H 4.652 0.569 0.056
H -0.071 -0.555 3.769
N -1.493 -0.419 -2.846
H -2.535 2.246 3.243
N -1.554 -1.470 -0.426
H -3.240 -3.496 -2.318
C 1.498 -0.489 -2.187
C -1.431 -3.320 -3.236
H -0.938 1.475 4.882
H -0.620 1.300 1.311
H -1.165 -5.113 1.530
H -1.271 1.144 -1.511
C -1.173 -1.694 0.983
H -0.119 -0.479 -4.397
H -0.494 -0.896 1.295
H 2.084 -1.248 2.699
H 1.831 4.320 3.104
H 3.921 4.912 1.879
C 2.834 1.089 -0.944
H -2.276 0.513 3.021
H -3.988 -5.000 -0.598
H 1.222 0.507 4.353
H -2.528 3.505 1.245
H 2.054 -0.762 0.995
H -2.833 -0.381 -4.492
H -3.509 -0.767 -0.750
H -0.671 4.202 2.670
*
```

Mulliken population analysis, charges in e, atoms 1 to 5: atom 1 (C): -0.378, atom 2 (C): -1.625, atom 3 (C): 0.504, atom 4 (H): 0.277, atom 5 (H): 0.415

No. 6
Density functional theory data (ωB97M-V with the def2-TZVPD basis set) for a molecular structure, C23H18FeN3O2 in a non-equilibrium geometry.

**Molar mass**: 424.26 g mol⁻¹
**ΔE to the lowest compared entry with this formula, charge and spin**: 117.12 kJ/mol
**Strongest force on any atom**: 0.0556 hartree/bohr
**Lowest unoccupied orbital energy (alpha / beta)**: -0.021 / -1.498 eV
**<S²>**: 8.761
**Energy**: -2465.6789 Eh
**Orbital gap (alpha / beta)**: 8.178 / 6.680 eV

Structure (ORCA input):
```
! wB97M-V def2-TZVPD RIJCOSX def2/J DEFGRID3
* xyz 0 6
H 5.890 0.283 -2.676
C -0.560 -1.537 -2.779
C -1.262 -1.000 -1.704
O 1.675 -0.607 0.190
H -1.670 -2.495 3.681
C -1.532 -1.136 5.334
C -1.561 -1.472 4.008
C -1.266 1.174 4.767
O -1.366 -0.869 1.766
C -1.407 -0.496 2.989
H 3.904 1.675 -3.013
N -0.953 1.842 1.193
H -1.624 -1.909 6.083
H 3.922 -1.723 0.551
C 3.899 0.912 -2.247
C -0.388 2.719 -1.027
H -1.622 3.691 0.463
C -1.368 0.196 5.725
H -1.122 2.202 5.072
H -1.316 0.447 6.773
H 0.492 -1.309 -2.908
C 3.926 -1.009 -0.259
C -3.186 -3.538 -4.443
N 0.549 1.632 -1.034
Fe -0.339 -0.203 0.128
H 0.017 3.609 -1.529
C 2.745 0.749 -1.467
C -1.289 0.875 3.394
C -0.727 3.057 0.435
C 5.045 -0.792 -1.017
C -2.542 -2.667 -3.536
H 5.958 -1.330 -0.802
C -1.187 -2.368 -3.693
C -2.619 -1.287 -1.572
C -3.262 -2.118 -2.473
C 5.020 0.143 -2.054
C 2.715 -0.304 -0.490
H 1.958 2.608 -2.175
H 0.107 3.617 0.879
H -3.185 -0.862 -0.751
H -4.312 -2.350 -2.365
H -1.302 2.392 -1.534
C -1.109 1.946 2.464
C 1.696 1.717 -1.587
H -0.639 -2.790 -4.524
N -3.715 -4.252 -5.169
H -1.087 2.939 2.932
*
```

Mulliken population analysis, charges in e, atoms 1 to 5: atom 1 (H): 0.395, atom 2 (C): 0.478, atom 3 (C): -0.094, atom 4 (O): -0.757, atom 5 (H): 0.416

No. 7
Density functional theory data (ωB97M-V with the def2-TZVPD basis set) for a molecular structure, C28H29AlF15GeI2SSi4Te.

**Molar mass**: 1275.92 g mol⁻¹
**ΔE to the lowest compared entry with this formula, charge and spin**: 229.47 kJ/mol
**Strongest force on any atom**: 0.0075 hartree/bohr
**Lowest unoccupied orbital energy**: -3.555 eV
**Energy**: -7321.1648 Eh
**Orbital gap**: 7.472 eV

Structure (ORCA input):
```
! wB97M-V def2-TZVPD RIJCOSX def2/J DEFGRID3
* xyz 1 1
H 2.395 -4.875 -1.654
H 4.049 -4.639 -2.220
F -4.191 4.890 0.406
F -4.891 7.424 -0.113
C -0.817 -3.214 -0.829
Si 3.357 -2.747 -0.791
H 3.755 -5.201 -0.575
H 5.561 -2.849 0.352
H 4.113 -5.306 2.366
C -3.330 7.542 -1.861
H 0.412 -5.756 0.932
H 5.695 -2.119 -1.248
H -1.284 -5.574 1.376
C -5.269 1.371 0.870
H -1.024 -2.341 3.086
C -2.585 1.563 1.455
F -1.065 5.045 -3.118
H 4.989 -2.555 4.425
C -2.623 4.885 -1.365
C 3.346 -5.089 3.114
F -1.272 1.607 1.789
C -2.349 6.935 -2.632
H 4.774 4.978 -0.347
C -1.444 -0.067 -3.798
C -3.587 5.525 -0.604
F -2.217 -0.466 -5.971
C 4.524 -2.265 3.479
H -0.023 -5.236 2.563
H -0.707 -2.188 -1.182
C 4.069 5.031 0.474
H 5.252 -2.426 2.683
C -3.956 6.837 -0.846
F -0.807 -1.232 -3.810
H 1.362 -1.870 4.500
C -1.335 -2.298 2.040
I 2.519 6.355 -0.036
Si -0.260 -3.358 0.945
H -1.870 -3.494 -0.922
Te 1.970 -0.135 1.688
Al 1.011 1.715 0.426
H -1.293 -1.253 1.730
C -2.052 1.992 -2.669
H 3.718 -5.437 4.081
H 0.833 -3.554 4.439
F -0.684 0.374 -1.621
C 5.077 -2.166 -0.348
H 2.459 -5.675 2.867
Si 2.966 -3.261 3.202
C -2.168 0.325 -4.914
C -4.780 0.850 2.058
C -4.390 1.999 0.009
C -3.431 0.944 2.357
H 2.139 -3.076 5.526
F -1.750 7.614 -3.601
C -1.405 0.771 -2.702
H -2.374 -2.635 1.983
H 1.670 -2.069 -2.473
C -2.834 1.537 -4.920
S 0.118 3.470 -0.433
F -3.526 1.907 -5.987
F -6.558 1.271 0.582
I 3.555 2.981 0.889
F -2.972 0.454 3.501
F -3.445 3.499 -3.842
H 4.314 -1.195 3.528
F -3.663 8.799 -2.092
H 2.432 -0.647 -1.749
H -0.239 -3.860 -1.493
F -5.601 0.260 2.908
Ge -1.981 3.084 -1.055
H 3.297 -1.589 -2.968
C -2.014 5.623 -2.367
C 2.616 -1.659 -2.116
Si 1.990 -2.693 1.118
F -4.872 2.508 -1.132
C 1.706 -2.905 4.538
C 3.388 -4.532 -1.356
C -0.288 -5.145 1.507
C -2.769 2.349 -3.801
C -3.038 2.128 0.279
H 5.064 -1.171 0.104
H 4.537 5.381 1.385
*
```

Mulliken population analysis, charges in e, atoms 1 to 5: atom 1 (H): 0.315, atom 2 (H): 0.395, atom 3 (F): -0.255, atom 4 (F): -0.274, atom 5 (C): -0.602

No. 8
Density functional theory data (ωB97M-V with the def2-TZVPD basis set) for a molecular structure, C10H9I2LuN3O4RuS in a non-equilibrium geometry.

**Molar mass**: 797.11 g mol⁻¹
**ΔE to the lowest compared entry with this formula, charge and spin**: 134.52 kJ/mol
**Strongest force on any atom**: 0.1987 hartree/bohr
**Lowest unoccupied orbital energy (alpha / beta)**: -16.866 / -18.704 eV
**<S²>**: 8.836
**Energy**: -3173.7950 Eh
**Orbital gap (alpha / beta)**: 5.703 / 3.563 eV

Structure (ORCA input):
```
! wB97M-V def2-TZVPD RIJCOSX def2/J DEFGRID3
* xyz 4 6
I 3.412 2.270 1.655
C -1.010 2.615 2.171
H -0.933 1.386 -2.240
C -1.403 -1.733 1.941
H -1.553 -0.319 -2.470
I 2.929 -1.090 2.380
Ru -0.910 -1.176 0.161
C 0.753 -1.340 -3.618
C 1.595 0.908 -3.247
H 2.591 0.472 -3.279
C -0.830 0.443 -2.793
H 0.088 -2.140 -3.266
N 0.385 0.792 3.858
H 1.359 1.171 -4.282
O -1.814 -2.070 2.975
H -1.041 0.655 -3.850
O -2.407 -3.160 -1.570
Lu 0.947 0.886 1.724
C 0.585 -0.099 -2.734
C -1.740 -2.439 -0.938
C 0.014 0.106 7.251
O -1.957 3.189 2.500
N 0.304 -0.299 6.036
C -1.957 0.326 0.048
H 0.499 -1.069 -4.658
O -2.437 1.408 0.133
S 1.037 -0.573 -0.988
H 1.628 1.842 -2.695
C 0.325 0.361 4.965
H 1.798 -1.670 -3.548
N -0.259 0.347 8.379
*
```

Mulliken population analysis, charges in e, atoms 1 to 5: atom 1 (I): 0.323, atom 2 (C): 0.162, atom 3 (H): 0.377, atom 4 (C): 0.299, atom 5 (H): 0.276